*one*
ORCA calculation (ωB97M-V/def2-TZVPD) on a cluster of 2 separate species, CHF3O2S in total.

Each line ends with the Mulliken charge.
CARTESIAN COORDINATES (ANGSTROEM)
C 0.07746 -0.46902 -1.11653  0.392
O -1.66571 1.52673 -0.54327  -0.470
O 0.76534 1.95626 -0.42631  -0.447
F 0.19821 -0.44588 1.85864  -0.358
F 1.29497 -0.86172 -0.59737  -0.182
F -0.69431 -1.49680 -0.92301  -0.155
S -0.33690 1.05932 -0.35696  0.857
H 0.36095 -1.26888 2.10480  0.363

Its SMILES is O=S(=O)=C(F)F.F. The net charge is 0.

***

*two*
ORCA calculation (ωB97M-V/def2-TZVPD) on a cluster of 2 separate species, CHF3O2S in total.

Each line ends with the Mulliken charge.
CARTESIAN COORDINATES (ANGSTROEM)
C -1.01915 -1.43636 1.98621  0.607
O 1.36519 0.50728 1.26323  -0.457
O -0.65095 1.94848 0.75473  -0.450
F -0.07692 -1.94737 2.69481  -0.153
F -1.35071 -2.23223 0.97321  -0.188
F -2.05036 -1.16497 2.74037  -0.174
S -0.00705 0.65697 0.67809  0.596
H -0.08886 0.42784 -0.92952  0.218

The net charge is 0.

***

Relative calculated energies, zero for the most stable structure, unit kcal/mol: *one* 0.0; *two* 12.1.

***

*one*
ORCA calculation (ωB97M-V/def2-TZVPD) on the ion C5H10N2O with charge +1.

Each line ends with the Mulliken charge.
CARTESIAN COORDINATES (ANGSTROEM)
O -0.53130 1.04264 2.05680  -0.310
C -0.16546 1.41858 0.99283  -0.093
C -0.79457 0.71915 -0.25157  0.556
C -0.59987 -0.79150 -0.18775  -0.981
C 0.70188 -1.32252 -0.88919  -0.573
C 2.45920 -0.40548 0.37122  -0.460
N 1.73029 -1.41706 0.15080  -0.361
N -2.29018 0.90604 -0.20679  -0.292
H 0.58424 2.19863 0.80725  0.412
H -0.66328 1.24762 -1.21180  0.342
H -1.34927 -1.23721 -0.87024  0.396
H -0.75935 -1.25590 0.78224  0.346
H 1.03409 -0.74203 -1.73925  0.397
H 0.38189 -2.30518 -1.21064  0.335
H 2.58041 0.46577 -0.28025  0.362
H 3.06344 -0.48345 1.26217  0.304
H -2.87193 0.15932 0.18958  0.310
H -2.51022 1.80259 0.23458  0.310

The spin multiplicity is 2. The net charge is +1. As for the expectation value of S²: 0.759.

***

*two*
ORCA calculation (ωB97M-V/def2-TZVPD) on a cluster of 2 separate species, C5H10N2O in total.

Each line ends with the Mulliken charge.
CARTESIAN COORDINATES (ANGSTROEM)
C 1.38461 -0.17023 1.70706  -0.566
O 2.68885 -0.49040 1.41882  -0.559
H 3.42880 -0.11991 2.10124  0.333
H 1.05325 -0.67683 2.55282  0.392
H 1.27668 0.84608 2.02076  0.309
H 0.74965 -0.64074 0.92935  0.119
C 0.54801 0.66350 -1.89356  -1.142
C -0.51822 0.01534 -1.19834  0.819
C -1.81342 -1.36422 -0.05952  -0.017
C -1.62480 0.83694 -0.75554  -0.324
N -0.76754 -1.30899 -0.90019  -0.453
N -2.35758 -0.06573 0.03763  -0.044
H -1.96458 -2.29531 0.60206  0.381
H 1.39625 -0.04636 -2.20838  0.325
H 1.00862 1.61385 -1.43637  0.322
H -3.14783 0.34529 0.54379  0.253
H -1.67018 1.82689 -0.54601  0.426
H 0.32943 1.03082 -2.91561  0.426

The spin multiplicity is 2. The net charge is +1. As for the expectation value of S²: 0.764.

***

Relative calculated energies, zero for the most stable structure, unit kcal/mol: *one* 17.0; *two* 0.0.

***

*one*
ORCA calculation (ωB97M-V/def2-TZVPD) on the ion H4NO2P2 with charge -1.

Each line ends with the Mulliken charge.
CARTESIAN COORDINATES (ANGSTROEM)
N 0.69398 0.97390 -0.97773  -0.689
O 0.72456 0.49382 1.43926  -0.646
O 1.37791 -1.67851 -0.36034  -0.872
P -1.72291 -0.84888 0.15604  -0.201
P 0.35530 -0.18232 0.22712  0.779
H 0.78798 0.55089 -1.87297  0.289
H 1.58341 1.26984 -0.60360  0.242
H -2.25523 0.42637 0.43051  0.040
H -1.54501 -1.00511 1.56171  0.058

Its SMILES is N[P@](=O)([O-])P. The net charge is -1.

***

*two*
ORCA calculation (ωB97M-V/def2-TZVPD) on the ion H4NO2P2 with charge -1.

Each line ends with the Mulliken charge.
CARTESIAN COORDINATES (ANGSTROEM)
N -0.30458 0.02115 -1.69761  -0.726
O 1.93085 -0.72632 -0.14205  -0.665
O -0.34671 -1.68758 0.57502  -0.680
P 0.00024 1.17275 1.41142  -0.230
P 0.48801 -0.55176 0.05948  0.718
H 0.51755 0.54746 -1.96562  0.227
H -1.20230 0.62936 -1.54269  0.222
H 0.24468 0.00012 2.07031  0.086
H -1.32772 0.59483 1.23174  0.048

Its SMILES is N[P@](=O)([O-])P. The net charge is -1.

***

Relative calculated energies, zero for the most stable structure, unit kcal/mol: *one* 26.1; *two* 0.0.

***

*one*
ORCA calculation (ωB97M-V/def2-TZVPD) on a cluster of 2 separate species, C11H11N3O in total.

Each line ends with the Mulliken charge.
CARTESIAN COORDINATES (ANGSTROEM)
C 0.71503 -0.51042 0.34204  -1.105
C 1.74802 0.22324 0.90512  1.036
C 3.10299 -0.21327 0.86196  -0.290
N 4.21404 -0.58251 0.81716  -0.504
C 1.53742 1.50749 1.49422  0.071
N 1.41275 2.57975 1.95455  -0.540
C -0.68576 -0.17419 0.66744  0.855
C -1.22772 1.09505 0.38281  -0.217
C -2.57123 1.35864 0.63676  -0.755
C -3.38806 0.38708 1.22154  -0.380
C -2.84315 -0.86181 1.56228  -0.585
C -1.51633 -1.14714 1.25607  -0.354
H 0.92385 -1.51174 -0.01044  0.823
H -0.57657 1.86997 -0.03679  0.303
H -2.96693 2.34871 0.39881  0.371
H -4.42971 0.61091 1.43688  0.379
H -3.45315 -1.60652 2.07423  0.380
H -1.07058 -2.11865 1.50018  0.381
C 2.24026 -0.46756 -2.37543  -0.838
N 0.94808 0.02000 -1.98850  -0.293
O 0.00583 -1.04352 -1.88298  -0.417
H 2.95603 0.35306 -2.26893  0.365
H 2.58128 -1.32595 -1.78949  0.316
H 2.15857 -0.74857 -3.42914  0.242
H 0.89162 0.72687 -1.25457  0.406
H -0.70659 -0.76891 -2.47578  0.349

Its SMILES is N#CC(C#N)=Cc1ccccc1.CNO. The net charge is 0.

***

*two*
ORCA calculation (ωB97M-V/def2-TZVPD) on a cluster of 2 separate species, C11H11N3O in total.

Each line ends with the Mulliken charge.
CARTESIAN COORDINATES (ANGSTROEM)
C -1.68468 -1.70445 0.35181  0.240
C -1.61174 0.57839 1.21940  0.284
C 3.78843 -0.52132 0.85654  -0.609
C 3.02380 -1.27738 -0.06262  -0.357
C 3.48890 0.81462 0.92653  -0.399
C 1.90239 -0.74151 -0.67393  -0.161
C 2.35105 1.34478 0.24485  -0.398
C 1.44980 0.58406 -0.46315  0.933
C -4.35168 0.05438 0.26156  -0.723
C -0.67770 0.26368 -1.62465  -0.893
C -2.06402 -0.34816 0.20693  0.439
N -1.17534 -2.76072 0.43156  -0.559
N -1.30033 1.41419 1.92548  -0.517
N 0.33464 1.01139 -1.16220  -0.033
O -3.17805 0.09881 -0.49182  -0.371
H 4.75189 -0.89559 1.13704  0.366
H 3.24625 -2.42790 -0.29465  0.225
H 3.94645 1.47974 1.65332  0.331
H 1.25619 -1.31928 -1.42856  -0.042
H 2.21180 2.40896 0.44513  0.259
H -4.19415 0.42401 1.30583  0.295
H -4.56727 -1.00857 0.54979  0.281
H -5.12175 0.57682 -0.29979  0.261
H -1.49485 0.72853 -1.97057  0.617
H -0.40301 -0.72690 -1.93908  0.275
H 0.07298 1.94944 -1.10476  0.257

The net charge is 0.

***

Relative calculated energies, zero for the most stable structure, unit kcal/mol: *one* 0.0; *two* 10.8.